# 1
55
Properties=species:S:1:pos:R:3:forces:R:3 method="wB97M-V/def2-TZVPD" energy_ha=-1438.490779 smiles="CSc1ccc(C[N@H+]2CC[C@H](C(=O)NCc3ccc(C)cc3)CC2)cc1" e_lumo_ev=-2.063 charge=+1 spin_multiplicity=1
C -6.823 -1.901 1.179 0.2 0.4 -0.3
S -6.715 -0.278 0.377 -0.2 -0.1 0.1
C -5.049 -0.168 -0.157 -0.1 -0.1 0.1
C -4.069 -1.119 0.109 -0.1 0.0 0.0
C -2.781 -0.932 -0.357 0.1 0.1 -0.2
C -2.437 0.197 -1.093 0.0 -0.1 0.0
C -1.029 0.386 -1.586 -0.5 -0.3 -0.2
N -0.199 1.236 -0.690 0.5 -0.1 -0.4
C -0.047 0.658 0.664 0.0 -0.3 0.7
C 0.579 1.675 1.627 0.1 0.0 -0.1
C 1.454 2.687 0.870 0.0 0.0 0.0
C 2.548 1.914 0.135 -0.3 0.6 0.4
O 2.336 1.414 -0.974 0.3 0.0 -0.3
N 3.700 1.753 0.772 0.4 0.1 0.2
C 4.699 0.816 0.268 -0.1 -0.2 -0.3
C 4.077 -0.551 0.109 0.1 -0.2 0.0
C 3.384 -1.122 1.169 0.1 0.1 -0.1
C 2.752 -2.344 1.021 0.0 0.0 0.0
C 2.804 -3.029 -0.187 0.0 0.1 0.0
C 2.140 -4.361 -0.346 0.1 -0.1 0.0
C 3.508 -2.457 -1.240 0.0 0.0 0.1
C 4.132 -1.232 -1.098 0.1 0.0 0.2
C 0.570 3.479 -0.111 0.2 -0.1 0.0
C -0.622 2.644 -0.593 -0.1 0.7 0.0
C -3.427 1.139 -1.367 0.1 -0.1 0.0
C -4.711 0.963 -0.904 -0.1 -0.1 0.1
H -6.191 -1.929 2.062 0.0 -0.1 0.1
H -6.558 -2.683 0.473 0.0 -0.1 0.0
H -7.863 -2.009 1.472 0.0 0.0 0.0
H -4.297 -2.010 0.670 -0.1 -0.1 0.1
H -2.037 -1.690 -0.156 0.1 -0.1 0.0
H -0.526 -0.581 -1.665 0.1 0.1 0.0
H -1.031 0.857 -2.571 0.1 0.0 0.1
H 0.813 1.274 -1.079 -0.5 -0.1 0.2
H 0.588 -0.227 0.577 -0.1 0.0 -0.1
H -1.031 0.351 1.028 0.1 0.0 -0.1
H -0.198 2.227 2.158 0.0 0.0 0.0
H 1.168 1.142 2.373 -0.1 0.0 0.0
H 1.915 3.371 1.585 0.0 -0.1 0.0
H 3.856 2.192 1.665 -0.1 0.0 -0.1
H 5.526 0.793 0.978 0.0 0.1 -0.1
H 5.067 1.168 -0.699 0.1 0.0 0.1
H 3.340 -0.612 2.122 0.0 0.1 0.1
H 2.220 -2.774 1.858 -0.1 -0.1 0.1
H 1.348 -4.497 0.387 -0.1 -0.1 0.0
H 2.873 -5.155 -0.199 0.0 -0.1 0.0
H 1.727 -4.474 -1.346 -0.1 -0.1 0.0
H 3.563 -2.977 -2.185 0.0 -0.1 -0.1
H 4.663 -0.800 -1.933 0.0 0.1 -0.1
H 1.175 3.785 -0.966 -0.1 0.0 0.0
H 0.200 4.383 0.371 0.0 0.0 0.0
H -0.942 2.992 -1.576 0.0 -0.1 0.0
H -1.471 2.715 0.089 0.0 -0.1 -0.1
H -3.198 2.009 -1.965 0.0 0.1 -0.1
H -5.476 1.691 -1.122 -0.1 0.1 -0.1


# 2
94
Properties=species:S:1:pos:R:3:forces:R:3 method="wB97M-V/def2-TZVPD" energy_ha=-1959.337310 smiles=COC[C@H](C)N.COC[C@H](C)N.OCCO.OCCO.OCCO.OCCO.OCCO.OCCO e_lumo_ev=0.454 charge=0 spin_multiplicity=1
C 3.470 -2.115 -0.507 -0.4 1.1 -0.2
O 2.239 -1.904 0.259 1.9 -1.5 -0.7
C 1.601 -0.687 0.059 0.3 1.8 -0.2
C 2.298 0.623 0.536 0.0 -1.1 2.4
C 2.563 0.481 1.984 1.3 -0.4 1.5
N 1.473 1.809 0.427 -1.0 0.0 -2.2
H 4.028 -3.050 -0.481 -1.0 -0.6 1.3
H 4.206 -1.378 -0.185 0.0 0.3 -0.3
H 3.276 -2.072 -1.579 -0.3 0.7 -0.1
H 1.439 -0.352 -0.965 -0.6 -1.2 -0.8
H 0.683 -0.809 0.634 -0.3 0.3 -0.3
H 3.267 0.785 0.064 -0.2 0.1 -0.6
H 3.222 -0.354 2.221 0.1 -0.1 -0.2
H 1.659 0.278 2.558 -0.2 0.3 0.0
H 3.073 1.377 2.338 -0.2 0.1 0.3
H 0.697 1.919 1.064 0.5 -0.4 1.4
H 0.871 1.561 -0.346 0.0 0.7 -1.3
C -5.864 2.452 -7.693 1.6 0.6 1.3
O -5.911 2.713 -6.271 -0.1 -0.8 0.4
C -5.864 1.574 -5.385 -2.1 0.0 0.4
C -5.932 2.037 -3.883 -2.3 -0.5 -0.6
C -7.330 2.525 -3.392 0.2 -0.9 -0.9
N -5.029 3.086 -3.674 1.7 0.8 -0.2
H -6.338 1.542 -8.062 -0.5 0.2 0.3
H -4.793 2.363 -7.872 0.1 -0.2 -0.6
H -6.183 3.385 -8.157 -0.4 -0.4 -0.1
H -6.800 1.043 -5.557 -0.3 -0.2 0.0
H -5.139 0.783 -5.573 0.9 0.7 -0.2
H -5.793 1.168 -3.239 0.6 -0.4 -0.2
H -7.208 2.729 -2.328 -0.3 -0.3 0.1
H -8.013 1.706 -3.616 -0.5 0.1 0.6
H -7.735 3.425 -3.854 0.4 0.1 -0.3
H -4.971 3.425 -4.623 0.7 1.1 0.1
H -5.481 3.796 -3.116 0.3 0.2 0.0
O 2.462 -4.692 5.868 0.1 0.9 0.8
C 3.483 -5.269 6.699 -1.6 -0.8 0.6
C 2.767 -5.720 8.063 0.0 1.1 -2.0
O 3.246 -6.942 8.433 1.1 -2.1 0.7
H 2.549 -4.870 4.928 0.5 -0.2 0.2
H 3.888 -6.083 6.098 0.3 -0.4 0.8
H 4.289 -4.630 7.062 0.0 0.6 -0.8
H 1.697 -5.807 7.876 -0.2 0.5 -0.1
H 2.991 -5.011 8.860 -0.3 0.5 -0.2
H 3.098 -7.056 9.375 0.0 -0.2 0.0
O -3.689 -5.978 1.257 0.1 0.2 0.9
C -4.090 -5.305 2.477 -1.0 0.7 -2.2
C -5.603 -5.004 2.312 0.7 -0.3 1.7
O -5.943 -3.970 1.400 0.7 -0.3 -0.3
H -3.922 -5.289 0.630 0.2 -0.2 -0.7
H -3.878 -5.902 3.364 -0.1 0.0 -0.3
H -3.558 -4.353 2.469 0.2 0.1 0.7
H -5.937 -4.675 3.295 -0.4 -0.3 0.3
H -6.055 -5.949 2.011 -0.2 0.0 0.1
H -6.887 -4.087 1.267 0.0 0.3 -0.3
O 1.785 -1.971 -6.735 -0.4 -0.6 -0.5
C 1.695 -0.766 -7.451 -0.3 0.6 -0.3
C 2.617 0.209 -6.778 0.3 -0.2 0.3
O 3.947 -0.153 -7.173 0.0 0.5 -0.4
H 2.643 -2.326 -6.980 0.1 -0.3 0.2
H 1.919 -0.858 -8.514 0.8 -0.3 -0.1
H 0.669 -0.422 -7.580 -0.3 0.0 1.1
H 2.612 0.011 -5.706 -0.7 0.2 0.2
H 2.341 1.247 -6.963 0.3 0.2 -0.3
H 4.540 0.401 -6.661 0.2 -0.1 0.0
O 0.439 7.898 -2.052 -0.7 -0.5 -0.1
C 1.559 8.620 -1.517 -0.1 -1.2 -3.2
C 2.737 7.726 -1.103 -1.6 2.0 1.3
O 2.452 7.445 0.301 1.2 -0.9 -1.1
H 0.288 7.011 -1.716 0.3 0.1 0.5
H 1.895 9.034 -2.468 0.3 0.9 0.1
H 1.102 9.411 -0.922 1.0 -0.2 0.8
H 3.636 8.313 -1.290 0.3 0.1 1.0
H 2.901 6.878 -1.767 -0.7 -0.4 0.2
H 2.152 6.533 0.283 0.0 -0.2 0.5
O -3.448 8.151 3.205 -0.7 0.1 0.1
C -4.401 9.095 3.698 1.7 1.8 -0.8
C -3.687 10.382 4.290 -0.5 -2.7 -0.5
O -3.070 10.060 5.487 0.1 -0.5 2.5
H -2.762 8.022 3.863 -0.1 0.0 0.3
H -4.891 9.547 2.836 -0.3 -0.5 -0.3
H -5.176 8.702 4.356 0.3 -0.2 0.3
H -4.564 11.006 4.461 0.6 1.0 0.0
H -2.826 10.658 3.681 -1.0 0.8 -1.1
H -2.110 10.068 5.476 -0.2 0.2 -0.4
O 8.071 -8.299 3.076 0.2 -0.7 -1.4
C 7.558 -9.207 2.054 -0.7 -1.1 0.8
C 7.756 -10.765 2.286 -0.1 2.4 0.4
O 7.028 -11.170 3.441 0.2 -0.2 -0.2
H 7.995 -8.652 3.965 -0.3 -0.3 -0.1
H 6.474 -9.108 1.995 -0.2 0.3 0.1
H 7.926 -8.941 1.064 0.5 0.3 0.3
H 8.833 -10.920 2.356 0.0 -0.6 0.1
H 7.303 -11.280 1.439 0.2 0.0 0.0
H 7.472 -10.865 4.235 0.1 -0.1 0.0


# 3
12
Properties=species:S:1:pos:R:3:forces:R:3 method="wB97M-V/def2-TZVPD" energy_ha=-306.437733 smiles="C[C@H]1O[C@H]1C=O" e_lumo_ev=0.799 charge=0 spin_multiplicity=1
C 0.940 0.597 -1.038 0.0 -0.1 0.0
C -0.443 0.678 -0.448 0.2 0.2 -0.1
O -1.267 -0.445 -0.711 -0.4 0.0 0.0
C -0.950 -0.179 0.647 0.1 0.1 0.3
C -0.033 -1.159 1.321 0.1 0.1 0.3
O 0.310 -1.058 2.476 -0.3 -0.1 -0.7
H 1.645 1.276 -0.547 -0.1 -0.1 0.0
H 1.317 -0.426 -0.979 0.0 0.2 0.0
H 0.882 0.865 -2.100 0.0 0.0 0.2
H -0.936 1.649 -0.556 0.0 -0.3 0.0
H -1.773 0.193 1.265 0.3 -0.1 -0.1
H 0.309 -1.990 0.668 0.0 0.1 0.1


# 4
12
Properties=species:S:1:pos:R:3:forces:R:3 method="wB97M-V/def2-TZVPD" energy_ha=-285.587895 smiles="CNC=O.O" e_lumo_ev=0.507 charge=0 spin_multiplicity=1
C 0.675 0.032 -0.264 1.0 -0.7 2.3
N 1.072 0.108 1.329 -2.9 -1.1 -3.8
C 0.179 -0.532 2.113 -0.1 -2.4 1.2
O 0.300 -0.733 3.333 -0.6 0.9 -2.4
H 1.511 -0.441 -0.868 -1.1 0.7 1.0
H 0.216 0.887 -0.777 0.8 0.5 0.8
H -0.187 -0.637 -0.133 0.6 -0.1 -0.7
H 1.647 0.650 1.889 1.9 1.7 0.2
H -0.587 -1.058 1.431 0.3 0.5 1.5
O -1.862 0.318 -2.652 -1.8 -2.2 0.4
H -2.009 1.194 -2.893 -0.3 2.3 -0.6
H -0.955 0.211 -2.509 2.1 -0.2 0.2


# 5
81
Properties=species:S:1:pos:R:3:forces:R:3 method="wB97M-V/def2-TZVPD" energy_ha=-4119.480018 e_lumo_ev="-2.168 / -2.168" charge=+1 spin_multiplicity=2
Ce 1.239 0.098 -0.110 0.9 0.2 -0.1
C -4.135 0.459 2.671 0.0 -0.1 0.1
Si -3.784 2.147 1.962 0.1 0.0 -0.1
C -4.567 3.442 3.058 0.0 0.0 0.0
C -4.459 2.331 0.234 0.0 0.0 -0.1
C -1.916 2.490 1.959 0.0 0.0 0.0
C -1.389 3.535 2.705 0.0 0.0 0.0
C -0.024 3.824 2.712 0.0 0.0 0.0
C 0.796 3.038 1.942 -0.1 0.0 0.0
N 0.323 2.028 1.203 0.0 0.1 -0.1
C -0.989 1.739 1.207 -0.2 -0.1 -0.1
S -1.489 0.364 0.210 -0.2 0.0 0.2
H -5.214 0.288 2.704 0.0 0.0 0.0
H -3.759 0.389 3.695 0.0 0.0 0.0
H -3.679 -0.331 2.076 0.0 0.0 0.0
H -5.649 3.291 3.074 0.0 0.0 0.0
H -4.390 4.457 2.697 0.0 0.0 0.0
H -4.216 3.377 4.090 0.0 0.0 0.0
H -5.550 2.263 0.254 0.0 0.0 0.0
H -4.080 1.564 -0.441 0.0 0.0 0.0
H -4.197 3.310 -0.174 0.0 0.0 0.0
H -2.052 4.150 3.302 0.0 0.0 0.0
H 0.382 4.639 3.293 0.0 0.0 0.0
H 1.865 3.211 1.893 0.0 0.0 0.0
S 3.374 0.239 -2.220 -0.2 0.1 0.1
C 2.188 1.347 -2.801 0.1 -0.1 0.1
N 1.121 1.656 -2.103 -0.2 0.1 -0.1
C 0.291 2.546 -2.784 0.0 0.0 0.0
C -0.917 3.059 -2.317 0.0 0.0 0.0
C -1.615 3.936 -3.125 0.0 0.0 0.0
C -1.128 4.306 -4.383 0.0 0.0 0.0
C 0.067 3.800 -4.856 0.0 0.0 0.0
C 0.770 2.916 -4.044 -0.1 0.1 0.0
S 2.282 2.115 -4.353 0.0 0.0 -0.1
H -1.297 2.760 -1.350 0.0 0.0 0.0
H -2.556 4.343 -2.779 0.0 0.0 0.0
H -1.694 4.994 -4.995 0.0 0.0 0.0
H 0.444 4.086 -5.829 0.0 0.0 0.0
C -0.370 -2.626 2.565 0.0 0.0 0.0
P 0.286 -2.573 0.869 -0.2 -0.2 -0.1
C 1.344 -4.073 0.835 0.0 0.0 0.0
C -1.149 -3.013 -0.182 0.0 0.0 0.0
C -2.288 -3.604 0.359 0.0 0.0 0.0
C -3.397 -3.867 -0.431 0.0 0.0 0.0
C -3.377 -3.547 -1.779 0.0 0.0 0.0
C -2.246 -2.967 -2.332 0.0 0.0 0.0
C -1.128 -2.691 -1.550 0.0 -0.1 0.0
P 0.369 -1.902 -2.242 -0.3 0.1 0.0
C 1.236 -3.305 -3.028 0.0 0.0 0.0
C -0.224 -0.974 -3.694 0.0 0.0 -0.1
H -1.178 -1.900 2.662 0.0 0.0 0.0
H 0.430 -2.334 3.246 0.0 0.0 0.0
H -0.729 -3.617 2.845 0.0 0.0 0.0
H 0.745 -4.984 0.833 0.0 0.0 0.0
H 1.976 -4.074 1.725 0.0 0.0 0.0
H 1.998 -4.068 -0.036 0.0 0.0 0.0
H -2.329 -3.848 1.412 0.0 0.0 0.0
H -4.277 -4.315 0.011 0.0 0.0 0.0
H -4.242 -3.743 -2.399 0.0 0.0 0.0
H -2.248 -2.717 -3.385 0.0 0.0 0.0
H 0.589 -3.763 -3.778 0.0 0.0 0.0
H 1.495 -4.060 -2.288 0.0 0.0 0.0
H 2.149 -2.951 -3.507 0.0 0.0 0.0
H -0.703 -1.619 -4.431 0.0 0.0 0.0
H 0.636 -0.495 -4.163 0.0 0.0 0.0
H -0.922 -0.197 -3.378 0.0 0.0 0.0
C 6.786 -1.147 2.393 0.0 0.0 0.0
N 5.384 -0.963 2.073 0.0 0.1 0.0
C 4.362 -0.550 3.021 0.0 -0.1 0.0
C 3.152 -0.500 2.110 -0.1 0.0 0.0
O 2.016 -0.131 2.402 0.1 0.0 0.1
N 3.486 -0.895 0.858 0.2 -0.1 0.2
C 4.809 -1.139 0.877 0.0 -0.1 -0.1
N 5.464 -1.545 -0.203 0.0 0.0 0.0
H 7.022 -0.558 3.276 0.0 0.0 0.0
H 7.414 -0.777 1.582 0.0 0.0 0.0
H 7.022 -2.193 2.593 0.0 0.0 0.0
H 4.573 0.426 3.459 0.0 0.0 0.0
H 4.215 -1.276 3.823 0.0 0.0 0.0
H 4.986 -1.488 -1.090 0.0 0.0 0.0
H 6.463 -1.649 -0.207 0.0 0.0 0.0


# 6
9
Properties=species:S:1:pos:R:3:forces:R:3 method="wB97M-V/def2-TZVPD" energy_ha=-320.517476 smiles=[NH3+]C1(O)OO1 e_lumo_ev=-4.407 charge=+1 spin_multiplicity=1
N -0.204 -0.211 0.540 -2.9 2.4 1.5
C -0.296 0.861 -0.509 3.9 -2.1 -3.9
O 0.858 0.209 -1.459 -3.6 2.3 3.7
O -0.600 2.116 -0.306 2.4 2.2 2.3
O -1.405 1.353 -1.173 -1.1 -3.1 -0.6
H -1.098 -0.143 1.088 0.2 -1.0 -0.9
H 0.458 -0.206 1.324 1.0 0.8 -0.7
H -0.046 -0.985 -0.055 -0.1 -2.0 -0.4
H 0.766 0.760 -2.228 0.3 0.4 -1.2